1.
ORCA calculation (ωB97M-V/def2-TZVPD) on a 2-piece molecular cluster, C5H10FN2 overall in a non-equilibrium geometry.

Results
**Highest occupied orbital energy**: -12.09 eV
**Net charge**: +1
**HOMO-LUMO gap**: 7.306 eV

Element x y z (Å)
C -1.322 -0.328 0.750
C -2.817 1.158 -0.757
C -3.162 -0.203 -1.103
C 2.509 -0.298 1.738
C 3.285 -0.298 -0.622
N -2.097 0.012 -0.196
N 2.389 -0.096 0.514
F -0.782 0.535 1.512
H -2.183 1.825 -1.331
H -3.451 1.795 -0.271
H -4.082 -0.768 -0.705
H -2.897 -0.505 -2.033
H 3.493 -0.676 2.201
H -0.868 -1.317 0.760
H 1.660 0.072 2.355
H 3.321 0.622 -1.069
H 4.290 -0.639 -0.491
H 2.714 -0.893 -1.252



2.
ORCA calculation (ωB97M-V/def2-TZVPD) on an isolated ion of composition C5H10FN2O and charge +1 in a non-equilibrium geometry.

Results
**Highest occupied orbital energy (alpha / beta)**: -11.22 / -11.22 eV
**Net charge**: +1
**HOMO-LUMO gap (alpha / beta)**: 7.155 / 7.160 eV

Element x y z (Å)
C 1.321 -1.229 0.321
C 3.149 0.353 0.096
C -0.554 0.604 0.104
C -2.818 -0.418 0.023
C -1.874 0.782 -0.432
N 0.096 -0.577 -0.009
N 2.586 -0.783 0.273
O 0.250 1.633 0.423
F 4.476 0.401 -0.048
H 1.362 -2.304 0.429
H 2.602 1.285 0.096
H -3.880 -0.115 -0.248
H -2.756 -0.674 1.079
H -2.375 -1.275 -0.542
H -2.256 1.644 -0.028
H -1.907 0.989 -1.462
H -0.518 -1.337 -0.281
H 3.250 -1.512 0.201
H -0.151 2.533 0.003



3.
ORCA calculation (ωB97M-V/def2-TZVPD) on an isolated ion of composition C5H10FN4 and charge +1 in a non-equilibrium geometry.

Results
**Highest occupied orbital energy (alpha / beta)**: -10.80 / -10.85 eV
**Net charge**: +1
**HOMO-LUMO gap (alpha / beta)**: 6.355 / 6.408 eV

Element x y z (Å)
C -0.041 0.735 -1.776
C 0.341 2.070 -1.987
C -1.162 -1.372 -1.075
C 1.454 -1.329 2.959
C 0.226 -0.837 0.863
N -0.586 -0.311 -1.767
N -0.957 -1.357 0.336
N 0.790 -1.626 1.775
N -0.221 3.038 -0.981
F 0.239 0.525 1.034
H 1.486 2.353 -1.891
H 0.145 2.458 -3.043
H -2.285 -1.537 -1.282
H -0.627 -2.364 -1.308
H 1.724 -0.316 3.311
H 1.971 -2.077 3.428
H -1.817 -1.078 0.818
H 0.665 -2.705 1.736
H -0.103 2.593 0.007
H -1.245 3.136 -1.155



4.
ORCA calculation (ωB97M-V/def2-TZVPD) on a 2-piece molecular cluster, C5H10FP overall in a non-equilibrium geometry.

Results
**Highest occupied orbital energy**: -9.81 eV
**Net charge**: 0
**HOMO-LUMO gap**: 10.016 eV

Element x y z (Å)
C -1.073 -0.554 2.146
C -0.196 -1.046 1.279
C 0.433 1.672 -1.450
C 0.170 0.936 -0.107
C -0.101 -0.538 -0.118
F -1.711 -0.666 -0.922
P 0.698 -1.483 -1.391
H -1.105 -0.687 3.249
H -2.100 -0.097 1.847
H 0.552 -1.688 1.683
H 1.251 1.344 -1.913
H -0.415 1.518 -2.044
H 0.696 2.647 -1.268
H -0.566 1.617 0.318
H 1.092 1.136 0.324
H 0.436 -2.844 -0.702
H 1.942 -1.265 -0.932



5.
ORCA calculation (ωB97M-V/def2-TZVPD) on C5H10HoO2 as an isolated structure in a non-equilibrium geometry.

Results
**Highest occupied orbital energy (alpha / beta)**: -17.36 / -17.33 eV
**Expectation value of S²**: 8.76
**Net charge**: +2
**HOMO-LUMO gap (alpha / beta)**: 8.095 / 7.226 eV
**2S+1**: 6

Element x y z (Å)
C -1.946 -1.737 1.428
O -1.133 -0.587 1.341
C -1.772 0.639 0.853
C -0.720 1.713 0.864
H -2.726 -1.570 2.186
H -2.422 -1.966 0.462
H -1.297 -2.570 1.717
H -2.598 0.838 1.554
H -0.877 2.455 1.660
H -0.640 2.226 -0.105
C 3.369 0.333 -2.582
C 2.450 -0.422 -1.795
O 2.492 -0.413 -0.543
Ho 1.048 0.244 1.235
H 3.310 0.295 -3.670
H 4.040 1.047 -2.099
H -2.213 0.408 -0.172
H 1.636 -0.932 -2.333



6.
ORCA calculation (ωB97M-V/def2-TZVPD) on C5H10HoO2 as an isolated structure in a non-equilibrium geometry.

Results
**Highest occupied orbital energy (alpha / beta)**: -14.29 / -17.75 eV
**Expectation value of S²**: 8.75
**Net charge**: +2
**HOMO-LUMO gap (alpha / beta)**: 3.679 / 7.271 eV
**2S+1**: 6

Element x y z (Å)
C 2.659 -0.480 -0.311
O 1.933 -1.385 0.516
C 0.630 -1.591 0.313
C -0.110 -1.857 1.470
H 3.681 -0.870 -0.364
H 2.229 -0.389 -1.316
H 2.628 0.503 0.173
H 0.233 -1.727 -0.695
H 0.373 -2.370 2.309
H -1.191 -1.982 1.336
C -2.222 2.449 -1.158
C -1.472 1.269 -0.683
O -0.829 1.587 0.477
Ho -0.205 0.483 2.320
H -2.815 2.374 -2.072
H -2.611 3.079 -0.353
H -0.697 0.468 -1.373
H -2.213 0.438 -0.590



7.
ORCA calculation (ωB97M-V/def2-TZVPD) on C5H10HoO3 as an isolated structure in a non-equilibrium geometry.

Results
**Highest occupied orbital energy (alpha / beta)**: -16.99 / -16.89 eV
**Expectation value of S²**: 8.76
**Net charge**: +2
**HOMO-LUMO gap (alpha / beta)**: 8.549 / 6.381 eV
**2S+1**: 6

Element x y z (Å)
O 2.243 1.532 -0.976
C 2.960 0.560 -0.595
C 2.348 -0.433 0.248
O 1.012 -0.371 0.141
C 0.074 -1.441 -0.015
C -1.262 -0.853 0.374
O -1.357 0.443 -0.211
C -2.676 0.987 -0.199
Ho 0.400 1.883 -0.222
H 4.041 0.519 -0.779
H 2.730 -1.459 0.226
H 0.352 -2.276 0.638
H 0.099 -1.716 -1.077
H -1.359 -0.763 1.467
H -2.066 -1.500 -0.004
H -2.612 1.996 -0.618
H -3.332 0.370 -0.826
H -3.061 1.019 0.830
H 1.465 1.502 1.597



8.
ORCA calculation (ωB97M-V/def2-TZVPD) on a 2-piece molecular cluster, C5H10I2O overall in a non-equilibrium geometry.

Results
**Highest occupied orbital energy**: -9.44 eV
**SMILES string**: CC(C)(C)C(=O)I.I
**Net charge**: 0
**HOMO-LUMO gap**: 9.855 eV

Element x y z (Å)
C 1.772 -1.092 -0.372
C 0.528 -0.190 -0.050
C -0.072 0.426 -1.231
C 1.089 0.905 0.907
C -0.355 -1.091 0.759
O -0.611 -1.095 1.916
I -1.471 -2.541 -0.435
H 2.468 -0.318 -0.668
H 1.489 -1.661 -1.218
H 1.960 -1.580 0.539
H -0.550 -0.270 -1.902
H 0.622 0.960 -1.850
H -0.892 1.196 -0.960
H 1.921 1.469 0.578
H 0.369 1.655 1.099
H 1.311 0.512 1.881
I -4.786 0.769 -0.024
H -4.792 1.945 1.031



Energy relative to the best compared isomer or geometry (same formula, charge and spin) values, unit eV, following the record order: 4.807 2.898 4.826 2.151 0.000 4.338 0.000 0.367.
E values, unit Ha, following the record order: -405.484348 -480.767731 -514.972762 -637.591205 -1294.334837 -1294.175402 -1369.529848 -867.116225.